Version a
Here is an isolated molecule of C2H4FNO from OMol25. Energies are from ωB97M-V/def2-TZVPD.

ORCA input file:
```
! wB97M-V def2-TZVPD RIJCOSX def2/J DEFGRID3
* xyz 0 1
C 0.546 -0.400 0.131
N -0.296 0.808 0.008
F 0.477 1.934 0.067
C -1.636 0.778 -0.120
O -2.277 -0.245 -0.050
H 1.127 -0.298 1.139
H -0.082 -1.321 0.165
H 1.331 -0.375 -0.747
H -2.172 1.865 -0.294
*
```

Values from the calculation:
SMILES = CN(F)C=O
Orbital gap = 10.89 eV
Highest occupied orbital energy = -9.98 eV
LUMO level = 0.91 eV

Version b
Here is a cluster of 2 separate species, C2H4FNO in total from OMol25. Energies are from ωB97M-V/def2-TZVPD.

ORCA input file:
```
! wB97M-V def2-TZVPD RIJCOSX def2/J DEFGRID3
* xyz 0 1
O -2.468 -1.345 0.033
N -1.981 -0.284 0.052
C -1.184 0.524 0.198
F -0.960 1.784 0.207
C 1.339 -0.165 -0.148
H 2.359 0.064 -0.013
H 0.927 -0.454 -1.116
H 1.031 -0.862 0.699
H 0.937 0.736 0.088
*
```

Values from the calculation:
SMILES = [O-][N+]#CF.C
Orbital gap = 10.03 eV
Highest occupied orbital energy = -9.94 eV
LUMO level = 0.08 eV

Version c
Here is an isolated molecule of C2H4FNO from OMol25. Energies are from ωB97M-V/def2-TZVPD.

ORCA input file:
```
! wB97M-V def2-TZVPD RIJCOSX def2/J DEFGRID3
* xyz 0 1
C -1.535 0.268 0.022
O -0.335 -0.619 -0.092
C 0.957 -0.315 -0.103
N 1.753 0.667 0.125
F 3.083 0.205 0.049
H -1.803 0.828 -0.866
H -2.274 -0.610 0.143
H -1.390 0.941 0.927
H 1.543 -1.364 -0.205
*
```

Values from the calculation:
SMILES = CO/C=N/F
Orbital gap = 11.01 eV
Highest occupied orbital energy = -10.28 eV
LUMO level = 0.73 eV

Computed stability ranking, most favorable first: version a, version c, version b

Version a
Here is a cluster of 2 separate species, C9H12NO in total from OMol25. Energies are from ωB97M-V/def2-TZVPD.

ORCA input file:
```
! wB97M-V def2-TZVPD RIJCOSX def2/J DEFGRID3
* xyz 1 1
C 1.448 2.575 0.549
C -2.672 -1.237 0.504
C -1.368 -1.579 1.008
C -2.628 -0.033 -0.077
C -0.711 -0.417 0.655
C -3.659 0.881 -0.813
C 3.589 -0.503 -0.662
C 2.008 -0.617 -0.489
C 1.618 0.111 0.752
N 1.454 1.430 0.777
O -1.356 0.445 -0.132
H 1.499 3.622 0.167
H -3.526 -1.932 0.772
H -1.167 -2.256 1.710
H -3.865 0.353 -1.803
H -4.475 0.929 -0.020
H -3.127 1.743 -0.875
H 3.833 -0.702 -1.668
H 4.031 -1.278 -0.039
H 3.947 0.545 -0.403
H 1.869 -1.609 -0.465
H 1.502 -0.097 -1.244
H 1.756 -0.375 1.796
*
```

Values from the calculation:
Orbital gap (spin up / spin down) = 6.72 / 6.84 eV
Highest occupied orbital energy (spin up / spin down) = -12.12 / -12.05 eV
LUMO level (spin up / spin down) = -5.41 / -5.22 eV

Version b
Here is a cluster of 2 separate species, C9H12NO in total from OMol25. Energies are from ωB97M-V/def2-TZVPD.

ORCA input file:
```
! wB97M-V def2-TZVPD RIJCOSX def2/J DEFGRID3
* xyz 1 1
C -3.067 0.433 0.513
C -2.798 -0.890 0.364
C -2.228 1.450 0.028
C -1.645 -1.365 -0.317
C -1.045 0.990 -0.433
C -0.776 -0.411 -0.630
C 0.249 0.521 -1.001
C 1.591 0.225 1.230
C 1.582 0.643 -0.255
N 2.620 -0.252 -0.905
O 1.688 -1.190 1.293
H -3.938 0.868 0.841
H -3.567 -1.698 0.735
H -2.479 2.434 0.032
H -1.463 -2.435 -0.598
H 0.620 0.852 -2.537
H 2.561 0.523 1.584
H 0.662 0.763 1.562
H 2.039 1.573 -0.247
H 2.488 -0.349 -1.896
H 2.336 -1.131 -0.639
H 3.605 -0.048 -0.664
H 0.966 -1.506 1.940
*
```

Values from the calculation:
Orbital gap = 9.07 eV
Highest occupied orbital energy = -12.44 eV
LUMO level = -3.37 eV

Version c
Here is the ion C9H12NO with charge +1 from OMol25. Energies are from ωB97M-V/def2-TZVPD.

ORCA input file:
```
! wB97M-V def2-TZVPD RIJCOSX def2/J DEFGRID3
* xyz 1 1
C -0.712 1.774 2.388
C 0.594 1.934 1.946
C -1.669 1.150 1.557
C 0.976 1.171 0.925
C -1.311 0.299 0.533
C 0.085 0.260 0.324
C 1.732 0.085 -1.548
C 0.719 -0.644 -0.625
C -0.522 -2.556 0.047
N 0.715 0.474 -2.518
O 0.350 -1.867 -0.840
H -1.120 2.426 3.210
H 1.357 2.550 2.352
H -2.692 1.204 1.746
H 2.014 1.218 0.723
H -2.100 -0.229 -0.195
H 2.317 0.976 -1.201
H 2.413 -0.657 -2.046
H -0.618 -2.019 0.907
H -0.072 -3.500 -0.011
H -1.482 -2.609 -0.556
H 0.261 1.385 -2.534
H 0.047 -0.094 -3.042
*
```

Values from the calculation:
Orbital gap = 8.60 eV
Highest occupied orbital energy = -13.33 eV
LUMO level = -4.73 eV

Computed stability ranking, most favorable first: version c, version b, version a

Version a
Here is an isolated molecule of C8H17N from OMol25. Energies are from ωB97M-V/def2-TZVPD.

ORCA input file:
```
! wB97M-V def2-TZVPD RIJCOSX def2/J DEFGRID3
* xyz 0 1
C -0.406 0.700 -2.209
C -0.298 1.437 -0.881
C -0.421 0.543 0.371
C -1.859 0.007 0.471
N -0.109 1.403 1.518
C 0.645 -0.560 0.377
C 2.059 -0.021 0.256
C 0.403 -1.914 -0.226
C 0.480 -1.764 1.264
H -1.385 0.243 -2.327
H 0.348 -0.078 -2.286
H -0.262 1.401 -3.029
H -1.081 2.197 -0.830
H 0.658 1.958 -0.827
H -2.556 0.844 0.433
H -2.100 -0.667 -0.345
H -2.018 -0.516 1.411
H -0.152 0.863 2.376
H -0.787 2.154 1.587
H 2.183 0.830 0.920
H 2.272 0.295 -0.763
H 2.780 -0.788 0.528
H -0.553 -2.147 -0.666
H 1.232 -2.387 -0.733
H -0.427 -1.893 1.834
H 1.355 -2.141 1.774
*
```

Values from the calculation:
SMILES = CC[C@](C)(N)C1(C)CC1
Orbital gap = 10.23 eV
Highest occupied orbital energy = -9.20 eV
LUMO level = 1.03 eV

Version b
Here is an isolated molecule of C8H17N from OMol25. Energies are from ωB97M-V/def2-TZVPD.

ORCA input file:
```
! wB97M-V def2-TZVPD RIJCOSX def2/J DEFGRID3
* xyz 0 1
C -2.787 -2.341 -0.117
C -1.489 -2.108 -0.168
C -0.775 -0.905 0.564
N -1.664 -0.267 1.501
C -0.388 0.064 -0.544
C 0.994 0.834 -0.313
C 0.999 1.596 1.011
C 2.175 -0.136 -0.356
C 1.136 1.836 -1.461
H -3.244 -3.163 -0.646
H -3.440 -1.717 0.471
H -0.837 -2.748 -0.752
H 0.122 -1.325 1.050
H -2.138 -0.890 2.144
H -1.180 0.416 2.069
H -1.184 0.803 -0.637
H -0.287 -0.459 -1.495
H 0.983 0.916 1.861
H 1.905 2.196 1.100
H 0.141 2.264 1.073
H 3.116 0.405 -0.257
H 2.196 -0.677 -1.300
H 2.124 -0.862 0.454
H 0.317 2.553 -1.450
H 1.130 1.326 -2.423
H 2.072 2.388 -1.377
*
```

Values from the calculation:
SMILES = C=C[C@H](N)CC(C)(C)C
Orbital gap = 10.11 eV
Highest occupied orbital energy = -9.22 eV
LUMO level = 0.89 eV

Computed stability ranking, most favorable first: version a, version b

Version a
Here is an isolated molecule of C2H9N3OS from OMol25. Energies are from ωB97M-V/def2-TZVPD.

ORCA input file:
```
! wB97M-V def2-TZVPD RIJCOSX def2/J DEFGRID3
* xyz 0 1
C 0.942 1.206 -2.087
N 0.882 1.420 -0.679
S -0.285 0.708 0.146
N -0.125 1.252 1.713
O -1.666 0.525 -0.155
N 0.388 -0.928 0.349
C -0.566 -1.926 0.725
H -0.062 0.974 -2.449
H 1.587 0.391 -2.149
H 1.357 2.027 -2.655
H 0.888 1.376 1.662
H -0.391 0.513 2.361
H 1.002 -1.329 -0.374
H -0.485 -2.802 0.134
H -0.170 -2.203 1.694
H -1.487 -1.374 0.876
*
```

Values from the calculation:
SMILES = CN=[S@@](N)(=O)NC
Orbital gap = 9.59 eV
Highest occupied orbital energy = -8.91 eV
LUMO level = 0.69 eV

Version b
Here is an isolated molecule of C2H9N3OS from OMol25. Energies are from ωB97M-V/def2-TZVPD.

ORCA input file:
```
! wB97M-V def2-TZVPD RIJCOSX def2/J DEFGRID3
* xyz 0 1
C 0.990 -0.094 -1.213
C 0.029 1.615 0.326
N 1.094 -1.364 -0.558
N -1.204 -0.735 1.384
N -0.092 0.605 -0.689
O -2.603 0.371 -0.313
S -1.456 -0.440 -0.366
H 1.936 0.471 -1.256
H 1.421 -1.454 0.337
H 0.727 -0.328 -2.336
H 0.202 2.597 -0.018
H -0.893 1.554 0.772
H 0.926 1.337 1.077
H 1.803 -1.963 -0.940
H -1.999 -0.440 1.993
H -0.882 -1.733 1.800
*
```

Values from the calculation:
Orbital gap = 9.67 eV
Highest occupied orbital energy = -8.82 eV
LUMO level = 0.85 eV

Computed stability ranking, most favorable first: version b, version a